(1)
DFT (ωB97M-V/def2-TZVPD) results for an isolated molecule of CH2ClNOS2.

The geometry in XYZ format:
```
8
Properties=species:S:1:pos:R:3:mulliken_charge:R:1
C 0.98 0.10 0.44 0.57
N -0.14 -0.22 -0.19 -0.21
O 2.04 -0.37 0.46 -0.40
S -0.07 -1.49 -1.34 -0.14
S -1.69 0.71 0.13 -0.06
Cl 0.67 1.87 1.61 -0.12
H -0.38 -2.47 -0.40 0.15
H -1.39 1.86 -0.72 0.22
```

The energy above the lowest of the compared OMol25 structures with the same formula, charge and spin comes out at 321.5 kJ/mol. Its highest occupied orbital energy (spin up / spin down) is -5.968 / -9.952 eV. For the HOMO-LUMO gap (spin up / spin down), the calculation gives 5.53 / 5.95 eV. Its spin multiplicity is 3.



(2)
DFT (ωB97M-V/def2-TZVPD) results for a structure of composition CH2ClO2P.

The geometry in XYZ format:
```
7
Properties=species:S:1:pos:R:3:mulliken_charge:R:1
C -0.06 0.46 0.11 -0.04
O 4.28 -0.14 0.00 -0.51
O 1.87 -0.64 0.06 -0.47
P 2.95 0.48 0.17 0.44
Cl 0.63 1.93 -0.08 0.01
H -0.05 0.26 1.16 0.24
H -0.73 -0.09 -0.45 0.33
```

The energy above the lowest of the compared OMol25 structures with the same formula, charge and spin comes out at 266.6 kJ/mol. Its highest occupied orbital energy (spin up / spin down) is -9.255 / -9.256 eV. For the HOMO-LUMO gap (spin up / spin down), the calculation gives 7.19 / 7.20 eV.



(3)
DFT (ωB97M-V/def2-TZVPD) results for a cluster of 2 separate species, CH2ClO3S in total.

The geometry in XYZ format:
```
8
Properties=species:S:1:pos:R:3:mulliken_charge:R:1
C -2.78 -0.62 0.08 -0.45
O 3.14 -0.51 0.42 -0.57
O 2.40 0.78 -1.60 -0.52
O 2.12 1.73 0.68 -0.49
S 2.26 0.56 -0.14 0.60
Cl -1.29 0.17 -0.53 -0.06
H -2.95 -1.70 -0.12 0.26
H -2.90 -0.41 1.21 0.22
```

Its net charge is -1. The energy above the lowest of the compared OMol25 structures with the same formula, charge and spin comes out at 286.7 kJ/mol. Its highest occupied orbital energy (spin up / spin down) is -2.927 / -5.033 eV. For the HOMO-LUMO gap (spin up / spin down), the calculation gives 4.99 / 8.44 eV.



(4)
DFT (ωB97M-V/def2-TZVPD) results for a structure of composition CH2ClO3S.

The geometry in XYZ format:
```
8
Properties=species:S:1:pos:R:3:mulliken_charge:R:1
C 0.52 0.39 0.90 0.04
O -0.06 -0.28 -1.57 -0.54
O 0.33 -0.96 0.97 -0.46
O 1.67 0.73 0.20 -0.49
S -0.88 -0.23 -0.32 0.57
Cl -3.39 -0.59 -1.49 -0.83
H 0.19 0.89 1.85 0.33
H 1.61 0.06 -0.53 0.38
```

Its net charge is -1. The energy above the lowest of the compared OMol25 structures with the same formula, charge and spin comes out at 128.3 kJ/mol. Its highest occupied orbital energy is -4.283 eV. For the HOMO-LUMO gap, the calculation gives 7.96 eV.



(5)
DFT (ωB97M-V/def2-TZVPD) results for a structure of composition CH2ClP.

The geometry in XYZ format:
```
5
Properties=species:S:1:pos:R:3:mulliken_charge:R:1
C -0.44 -0.26 -0.02 -0.32
P -1.66 -1.37 -0.13 0.23
Cl -3.61 0.50 0.11 -0.43
H 0.58 -0.70 -0.30 0.25
H -0.44 0.83 0.32 0.27
```

The energy above the lowest of the compared OMol25 structures with the same formula, charge and spin comes out at 122.5 kJ/mol. Its highest occupied orbital energy is -10.078 eV. For the HOMO-LUMO gap, the calculation gives 8.34 eV.



(6)
DFT (ωB97M-V/def2-TZVPD) results for a structure of composition CH2ClPS.

The geometry in XYZ format:
```
6
Properties=species:S:1:pos:R:3:mulliken_charge:R:1
C 0.57 0.02 0.14 -0.41
P -1.17 -0.01 0.91 0.22
S -2.21 -0.73 -0.53 -0.23
Cl 0.76 1.69 -0.20 -0.15
H 0.56 -0.56 -0.91 0.23
H 1.48 -0.42 0.60 0.34
```

The energy above the lowest of the compared OMol25 structures with the same formula, charge and spin comes out at 102.4 kJ/mol. Its highest occupied orbital energy is -9.091 eV. For the HOMO-LUMO gap, the calculation gives 7.72 eV.



(7)
DFT (ωB97M-V/def2-TZVPD) results for a cluster of 2 separate species, CH2F2N2 in total.

The geometry in XYZ format:
```
7
Properties=species:S:1:pos:R:3:mulliken_charge:R:1
C 0.23 -0.15 -0.11 0.64
N 0.91 0.91 -0.14 -0.18
N -1.16 0.03 -0.08 -0.46
F 0.67 -1.37 -0.18 -0.14
F 2.68 0.29 -0.18 -0.39
H -1.54 0.88 0.31 0.28
H -1.80 -0.59 0.38 0.26
```

The energy above the lowest of the compared OMol25 structures with the same formula, charge and spin comes out at 287.7 kJ/mol. Its highest occupied orbital energy is -11.103 eV. For the HOMO-LUMO gap, the calculation gives 9.37 eV.



(8)
DFT (ωB97M-V/def2-TZVPD) results for a cluster of 2 separate species, CH2F2N2 in total.

The geometry in XYZ format:
```
7
Properties=species:S:1:pos:R:3:mulliken_charge:R:1
C -0.26 0.10 -0.08 0.13
N 1.83 -0.26 0.22 -0.36
N -1.14 0.32 0.84 0.00
F -0.62 0.46 -1.29 -0.15
F -0.59 0.17 2.08 -0.11
H 1.93 -0.55 -0.84 0.16
H -1.84 1.11 0.76 0.31
```

The energy above the lowest of the compared OMol25 structures with the same formula, charge and spin comes out at 704.9 kJ/mol. Its highest occupied orbital energy (spin up / spin down) is -8.242 / -8.546 eV. For the HOMO-LUMO gap (spin up / spin down), the calculation gives 8.18 / 8.35 eV.



(9)
DFT (ωB97M-V/def2-TZVPD) results for a cluster of 2 separate species, CH2F2N2O in total.

The geometry in XYZ format:
```
8
Properties=species:S:1:pos:R:3:mulliken_charge:R:1
C -1.64 -0.21 -0.28 0.69
N 1.04 0.73 -0.72 -0.51
N 1.56 0.26 0.26 0.06
O -2.07 -0.92 -1.08 -0.36
F -0.99 -0.72 0.77 -0.22
F -1.89 1.07 -0.07 -0.15
H 1.40 -0.69 0.73 0.26
H 2.60 0.48 0.39 0.24
```

The energy above the lowest of the compared OMol25 structures with the same formula, charge and spin comes out at 67.1 kJ/mol. Its highest occupied orbital energy is -8.724 eV. For the HOMO-LUMO gap, the calculation gives 9.21 eV.



(10)
DFT (ωB97M-V/def2-TZVPD) results for an isolated molecule of CH2F2N2O.

The geometry in XYZ format:
```
8
Properties=species:S:1:pos:R:3:mulliken_charge:R:1
C 1.11 0.17 0.16 0.80
N -0.19 -0.31 -0.62 -0.19
N -1.34 -0.28 -0.13 -0.05
O 1.05 -0.53 1.13 -0.51
F 2.01 -0.05 -0.86 -0.27
F 1.04 1.53 0.29 -0.28
H -1.81 0.54 0.28 0.25
H -1.87 -1.06 -0.27 0.23
```

The energy above the lowest of the compared OMol25 structures with the same formula, charge and spin comes out at 92.8 kJ/mol. Its highest occupied orbital energy is -10.808 eV. For the HOMO-LUMO gap, the calculation gives 9.39 eV.



(11)
DFT (ωB97M-V/def2-TZVPD) results for a cluster of 2 separate species, CH2F2O2P in total.

The geometry in XYZ format:
```
8
Properties=species:S:1:pos:R:3:mulliken_charge:R:1
C -1.85 -0.17 0.62 -0.17
O -1.65 2.13 -0.77 -0.70
O -2.75 2.18 1.56 -0.70
F -0.89 -0.70 -0.11 -0.25
F 1.73 0.49 -2.16 -0.43
P -1.92 1.49 0.58 0.53
H -2.19 -0.60 1.52 0.30
H 1.13 1.06 -1.70 0.42
```

Its net charge is -1. The energy above the lowest of the compared OMol25 structures with the same formula, charge and spin comes out at 290.8 kJ/mol. Its highest occupied orbital energy is -3.383 eV. For the HOMO-LUMO gap, the calculation gives 7.52 eV.



(12)
DFT (ωB97M-V/def2-TZVPD) results for a cluster of 2 separate species, CH2F2S in total.

The geometry in XYZ format:
```
6
Properties=species:S:1:pos:R:3:mulliken_charge:R:1
C -0.38 0.99 0.04 -0.39
F -0.42 0.78 1.33 -0.20
F 0.11 -1.67 0.07 -0.17
S 1.42 -2.45 -0.56 0.17
H 0.47 1.61 -0.21 0.29
H -1.20 0.74 -0.67 0.30
```

The energy above the lowest of the compared OMol25 structures with the same formula, charge and spin comes out at 309.1 kJ/mol. Its highest occupied orbital energy (spin up / spin down) is -10.162 / -8.013 eV. For the HOMO-LUMO gap (spin up / spin down), the calculation gives 9.95 / 5.44 eV.



| no. | electronic energy (Eh) |
| --- | --- |
| 1 | -1425.658142 |
| 2 | -991.238930 |
| 3 | -1123.354312 |
| 4 | -1123.414617 |
| 5 | -840.774231 |
| 6 | -1239.005678 |
| 7 | -348.406881 |
| 8 | -348.247977 |
| 9 | -423.695085 |
| 10 | -423.685268 |
| 11 | -730.931146 |
| 12 | -637.051613 |